Record 1
Density functional theory data (the ωB97M-V functional and the def2-TZVPD basis) for a cluster of 8 separate species, H14IO7 in total.

Each line ends with the Löwdin charge.
Positions of all 22 atoms, in Å:
I: -0.526 -0.530 -0.173  0.284
O: -3.609 -1.060 -2.082  -0.114
H: -2.688 -1.031 -1.781  -0.114
H: -3.658 -0.362 -2.740  0.019
O: -2.360 2.675 -0.405  -0.109
H: -3.274 2.431 -0.574  0.018
H: -1.935 1.832 -0.191  -0.105
O: -0.378 -3.178 2.514  -0.100
H: -0.168 -2.517 1.840  -0.092
H: 0.434 -3.255 3.022  0.023
O: 1.573 2.376 0.861  -0.099
H: 1.049 1.585 0.673  -0.100
H: 2.247 2.369 0.177  0.024
O: 0.497 0.242 3.367  -0.098
H: 0.313 0.152 2.423  -0.093
H: 0.771 1.159 3.456  0.022
O: 3.128 -1.009 -0.043  -0.106
H: 3.380 -0.813 -0.948  0.012
H: 2.158 -1.011 -0.057  -0.108
O: 0.953 0.041 -3.504  -0.109
H: 0.463 0.401 -2.753  -0.060
H: 1.630 -0.497 -3.084  0.005

Frontier orbital gap: 8.76 eV
Calculated total energy: -832.901964 Eh
HOMO level: -5.77 eV
ΔE to the lowest compared entry with this formula, charge and spin: 16.02 kJ/mol
Total charge: -1
LUMO level: 3.0 eV


Record 2
Density functional theory data (the ωB97M-V functional and the def2-TZVPD basis) for a structure of composition H14KrO7.

Each line ends with the Löwdin charge.
Positions of all 22 atoms, in Å:
Kr: 0.050 0.760 1.224  0.184
O: -3.018 1.723 -1.417  -0.043
H: -2.934 2.169 -0.574  0.040
H: -2.294 2.064 -1.942  0.042
O: -2.796 -1.256 -0.523  -0.061
H: -2.706 -0.383 -0.906  -0.010
H: -2.297 -1.827 -1.108  0.031
O: 3.384 0.628 -0.386  -0.051
H: 4.005 0.963 -1.032  0.064
H: 3.909 0.067 0.185  0.065
O: 2.518 3.428 0.072  -0.070
H: 2.663 2.483 0.060  -0.037
H: 2.077 3.614 -0.757  0.029
O: 1.427 -1.077 -2.070  -0.065
H: 1.958 -1.854 -2.242  0.030
H: 1.959 -0.549 -1.475  -0.026
O: -2.067 -0.469 3.568  -0.082
H: -1.397 -0.168 4.182  0.026
H: -1.590 -1.007 2.937  -0.021
O: -0.563 -3.132 0.775  -0.061
H: -1.176 -3.814 0.502  0.034
H: -1.112 -2.362 0.927  -0.018

Frontier orbital gap: 11.23 eV
Calculated total energy: -3288.674300 Eh
HOMO level: -11.17 eV
ΔE to the lowest compared entry with this formula, charge and spin: 50.77 kJ/mol
Total charge: 0
LUMO level: 0.1 eV


Record 3
Density functional theory data (the ωB97M-V functional and the def2-TZVPD basis) for a structure of composition H14LiO7.

Each line ends with the Löwdin charge.
Positions of all 22 atoms, in Å:
Li: -3.055 23.597 -18.862  0.701
O: -4.104 22.745 -17.231  -0.061
H: -3.596 23.053 -16.516  0.020
H: -4.249 21.832 -16.940  0.090
O: -4.725 23.339 -20.289  -0.033
H: -4.713 24.198 -20.665  0.056
H: -4.413 22.803 -21.014  0.079
O: -1.369 23.637 -17.498  -0.087
H: -1.235 22.676 -17.369  0.071
H: -0.955 24.066 -16.735  0.076
O: -2.147 24.783 -20.206  -0.073
H: -1.484 25.484 -20.229  0.086
H: -2.543 24.967 -21.044  0.045
O: -2.580 21.671 -19.377  -0.038
H: -3.468 21.511 -19.461  -0.019
H: -2.191 21.428 -20.230  0.095
O: -3.583 25.565 -17.716  -0.047
H: -3.784 26.223 -18.396  0.064
H: -2.794 25.877 -17.309  0.031
O: -6.547 21.972 -18.729  -0.052
H: -5.743 22.379 -19.084  -0.035
H: -7.200 22.204 -19.380  0.032

Frontier orbital gap: 10.25 eV
Calculated total energy: -542.467241 Eh
HOMO level: -13.89 eV
ΔE to the lowest compared entry with this formula, charge and spin: 70.63 kJ/mol
Total charge: +1
LUMO level: -3.6 eV


Record 4
Density functional theory data (the ωB97M-V functional and the def2-TZVPD basis) for a cluster of 6 separate species, H14NO5 in total.

Each line ends with the Löwdin charge.
Positions of all 20 atoms, in Å:
N: 0.430 0.464 -0.354  0.177
H: -0.037 1.056 0.336  0.057
H: 0.217 0.796 -1.311  0.073
H: 1.477 0.510 -0.155  0.093
H: 0.024 -0.467 -0.283  0.054
H: -2.536 -3.406 2.388  0.051
H: -3.630 -2.881 1.439  0.069
O: -2.654 -2.894 1.576  -0.118
H: -0.957 3.186 1.609  0.042
H: -0.172 2.251 2.674  0.034
O: -0.438 2.339 1.720  -0.227
H: -0.107 0.710 -3.840  -0.032
H: -0.117 2.231 -3.585  0.075
O: -0.018 1.318 -3.171  -0.145
H: -0.520 -2.926 -0.845  0.069
H: -1.302 -2.451 0.450  0.004
O: -0.581 -2.182 -0.174  -0.170
H: 3.798 0.070 0.822  0.047
H: 3.878 1.498 0.295  0.024
O: 3.246 0.779 0.407  -0.178

Frontier orbital gap (alpha / beta): 2.53 / 11.89 eV
Calculated total energy: -439.234882 Eh
HOMO level (alpha / beta): -1.98 / -11.42 eV
ΔE to the lowest compared entry with this formula, charge and spin: 32.08 kJ/mol
Spin multiplicity: 2
Total charge: 0
LUMO level (alpha / beta): 0.6 / 0.5 eV


Record 5
Density functional theory data (the ωB97M-V functional and the def2-TZVPD basis) for a cluster of 6 separate species, H14NO5 in total.

Each line ends with the Löwdin charge.
Positions of all 20 atoms, in Å:
N: 13.983 18.066 7.408  0.248
H: 14.742 18.426 8.027  0.079
H: 14.335 18.213 6.439  0.089
H: 13.104 18.585 7.581  0.080
H: 13.816 17.052 7.562  0.083
O: 12.097 20.111 7.924  -0.045
H: 11.396 20.313 8.556  0.063
H: 12.651 20.903 7.913  0.077
O: 13.568 15.449 8.376  -0.042
H: 13.477 15.501 9.335  0.063
H: 12.769 14.992 8.080  0.076
O: 11.818 18.083 9.959  -0.046
H: 11.900 19.037 9.961  0.011
H: 12.380 17.793 10.687  0.049
O: 16.236 18.739 8.875  -0.039
H: 16.530 19.586 9.235  0.075
H: 16.920 18.109 9.135  0.077
O: 15.151 17.692 4.901  -0.042
H: 14.796 16.909 4.458  0.072
H: 16.101 17.665 4.727  0.072

Frontier orbital gap: 12.03 eV
Calculated total energy: -439.145909 Eh
HOMO level: -15.01 eV
ΔE to the lowest compared entry with this formula, charge and spin: 63.04 kJ/mol
Total charge: +1
LUMO level: -3.0 eV


Record 6
Density functional theory data (the ωB97M-V functional and the def2-TZVPD basis) for a cluster of 6 separate species, H14NO5 in total.

Each line ends with the Löwdin charge.
Positions of all 20 atoms, in Å:
N: 0.940 0.049 -0.395  0.315
H: 1.256 1.070 -0.723  0.190
H: 1.235 -0.577 -1.097  0.102
H: -0.114 -0.151 -0.364  0.146
H: 1.449 0.038 0.335  0.007
O: 1.964 -2.896 -0.628  0.026
H: 2.582 -3.112 -0.053  -0.037
H: 1.342 -3.607 -0.767  0.061
O: -2.755 -1.251 1.537  -0.076
H: -2.422 -0.818 0.721  -0.021
H: -3.301 -1.967 1.178  0.046
O: -0.061 2.654 -0.782  -0.075
H: -0.477 2.415 -1.636  0.068
H: -0.655 2.475 -0.005  0.077
O: 2.199 1.913 1.774  0.024
H: 1.408 2.228 2.055  -0.011
H: 2.545 1.194 2.273  0.043
O: -2.105 0.007 -0.956  0.029
H: -2.632 0.749 -0.774  0.059
H: -2.391 -0.412 -1.694  0.028

Frontier orbital gap: 10.79 eV
Calculated total energy: -439.053204 Eh
HOMO level: -14.35 eV
ΔE to the lowest compared entry with this formula, charge and spin: 306.43 kJ/mol
Total charge: +1
LUMO level: -3.6 eV


Record 7
Density functional theory data (the ωB97M-V functional and the def2-TZVPD basis) for a cluster of 6 separate species, H14NO5 in total.

Each line ends with the Löwdin charge.
Positions of all 20 atoms, in Å:
N: -1.083 -0.670 -0.133  0.305
H: -0.301 -0.334 0.200  -0.009
H: -1.575 -1.299 0.414  0.089
H: -1.737 0.072 -0.280  0.097
H: -0.808 -1.375 -0.923  0.205
H: 4.663 0.082 -0.635  0.073
H: 4.468 0.830 -2.021  0.051
O: 4.052 0.679 -1.153  -0.086
H: 1.224 0.655 2.063  0.086
H: 1.292 1.855 1.249  0.041
O: 0.754 1.084 1.310  -0.035
H: -1.779 -1.689 2.558  0.015
H: -3.266 -1.769 3.028  0.056
O: -2.572 -1.189 2.695  -0.039
H: 1.683 -1.491 -1.321  0.086
H: 1.470 -0.032 -1.093  0.008
O: 1.039 -0.836 -1.041  -0.026
H: -2.322 2.464 -1.250  0.049
H: -2.689 1.417 -2.302  0.065
O: -2.512 1.544 -1.365  -0.028

Frontier orbital gap: 11.74 eV
Calculated total energy: -439.088243 Eh
HOMO level: -14.72 eV
ΔE to the lowest compared entry with this formula, charge and spin: 214.44 kJ/mol
Total charge: +1
LUMO level: -3.0 eV


Record 8
Density functional theory data (the ωB97M-V functional and the def2-TZVPD basis) for a structure of composition H14Na4O11S.

Each line ends with the Löwdin charge.
Positions of all 30 atoms, in Å:
Na: -13.978 4.064 -13.265  0.826
Na: -13.145 2.634 -16.646  0.769
Na: -15.997 1.057 -18.610  0.884
Na: -16.859 3.474 -15.787  0.839
S: -15.189 1.112 -15.092  0.333
O: -16.616 1.038 -14.854  -0.347
O: -14.858 0.923 -16.517  -0.381
O: -14.732 2.441 -14.717  -0.367
O: -14.499 0.079 -14.313  -0.293
O: -16.704 -2.019 -14.593  0.296
H: -17.505 -1.912 -15.106  0.098
H: -16.327 -1.141 -14.551  0.035
O: -12.137 0.347 -15.389  -0.018
H: -12.919 0.243 -14.848  -0.039
H: -11.416 0.403 -14.762  0.083
O: -14.123 -1.499 -16.933  0.031
H: -14.471 -0.660 -16.631  -0.061
H: -13.175 -1.371 -16.958  0.061
O: -19.013 0.050 -14.944  0.078
H: -19.387 0.201 -15.812  0.081
H: -18.086 0.267 -15.042  -0.036
O: -13.253 -1.012 -12.140  -0.009
H: -13.595 -0.751 -12.995  -0.012
H: -13.821 -1.732 -11.865  0.080
O: -13.220 1.627 -12.392  -0.028
H: -13.863 1.565 -13.098  -0.041
H: -13.146 0.734 -12.056  0.011
O: -17.804 1.617 -12.778  0.081
H: -18.206 0.932 -12.244  0.091
H: -17.334 1.142 -13.464  -0.043

Frontier orbital gap (alpha / beta): 7.17 / 3.30 eV
Calculated total energy: -1882.454282 Eh
HOMO level (alpha / beta): -19.01 / -19.00 eV
Spin multiplicity: 2
Total charge: +3
LUMO level (alpha / beta): -11.8 / -15.7 eV


Record 9
Density functional theory data (the ωB97M-V functional and the def2-TZVPD basis) for a structure of composition H14O12SV.

Each line ends with the Löwdin charge.
Positions of all 28 atoms, in Å:
O: -0.669 0.433 0.900  -0.303
V: 0.364 0.700 -0.333  1.017
S: 2.459 -1.751 0.305  0.178
O: 3.131 -1.730 1.584  -0.317
O: 1.754 -0.522 0.022  -0.404
O: 3.380 -2.058 -0.786  -0.355
O: 1.493 -2.774 0.338  -0.320
O: -3.061 -0.240 -0.205  -0.045
H: -2.479 -0.745 0.329  -0.041
H: -3.348 0.580 0.220  0.053
O: 1.649 1.677 -1.591  -0.057
H: 2.116 0.973 -2.057  0.104
H: 1.570 2.399 -2.251  0.130
O: -0.212 -0.574 -1.843  -0.021
H: 0.312 -1.280 -2.240  0.125
H: -1.025 -0.585 -2.349  0.107
O: 1.302 2.090 1.145  -0.031
H: 2.020 2.655 1.265  0.057
H: 1.100 1.708 2.063  0.154
O: -0.966 2.200 -0.862  0.014
H: -1.765 2.203 -1.318  0.075
H: -0.985 2.972 -0.362  0.075
O: -1.961 -0.251 2.872  -0.094
H: -1.599 0.066 1.997  -0.065
H: -2.022 -1.195 2.737  0.019
O: -0.956 -2.077 0.439  -0.082
H: -0.088 -2.498 0.258  -0.010
H: -1.507 -2.389 -0.274  0.035

Frontier orbital gap (alpha / beta): 5.89 / 5.92 eV
Calculated total energy: -2253.450950 Eh
HOMO level (alpha / beta): -7.45 / -7.44 eV
ΔE to the lowest compared entry with this formula, charge and spin: 16.46 kJ/mol
Spin multiplicity: 2
Total charge: 0
LUMO level (alpha / beta): -1.6 / -1.5 eV


Record 10
Density functional theory data (the ωB97M-V functional and the def2-TZVPD basis) for a cluster of 7 separate species, H14O6S in total.

Each line ends with the Löwdin charge.
Positions of all 21 atoms, in Å:
S: -3.244 -1.932 -3.953  0.286
H: -2.860 -3.156 -3.567  -0.250
H: -3.381 -1.335 -2.755  -0.260
H: -1.842 3.152 0.495  0.023
H: -0.745 2.299 1.220  -0.021
O: -1.670 2.289 0.890  -0.135
H: 1.219 -0.894 3.036  0.053
H: 0.004 -0.426 2.250  0.035
O: 0.818 -0.079 2.687  -0.141
H: -1.559 -1.072 0.163  0.005
H: -0.726 0.274 0.257  -0.007
O: -0.710 -0.667 0.437  -0.205
H: 1.708 -2.014 -1.954  0.023
H: 0.502 -1.383 -0.973  -0.001
O: 1.086 -1.304 -1.761  -0.157
H: 1.386 1.652 0.910  0.015
H: 1.066 1.344 2.306  -0.043
O: 0.962 2.096 1.689  -0.141
H: 3.311 0.211 -0.069  0.031
H: 2.073 0.158 -0.920  -0.002
O: 2.602 0.787 -0.387  -0.108

Frontier orbital gap (alpha / beta): 2.85 / 10.09 eV
Calculated total energy: -857.996168 Eh
HOMO level (alpha / beta): 0.43 / -6.76 eV
ΔE to the lowest compared entry with this formula, charge and spin: 0.00 kJ/mol
Spin multiplicity: 2
Total charge: -1
LUMO level (alpha / beta): 3.3 / 3.3 eV


Record 11
Density functional theory data (the ωB97M-V functional and the def2-TZVPD basis) for a cluster of 7 separate species, H14O6S in total.

Each line ends with the Löwdin charge.
Positions of all 21 atoms, in Å:
S: -1.820 1.682 3.058  0.435
H: -2.840 0.653 3.203  -0.126
H: -0.905 0.721 3.089  -0.246
H: -1.473 -0.447 -0.052  0.014
H: -1.878 -1.749 -0.677  0.039
O: -1.195 -1.382 -0.129  -0.066
H: 1.606 1.369 0.125  0.100
H: 2.237 1.123 -1.398  0.056
O: 1.489 1.589 -0.887  -0.136
H: 1.884 -2.682 0.984  0.058
H: 0.461 -1.967 0.740  0.025
O: 1.449 -1.833 0.730  -0.102
H: 4.057 -0.732 -1.299  -0.015
H: 2.667 -1.278 -1.119  -0.003
O: 3.277 -0.880 -1.714  0.003
H: -1.973 1.846 -0.036  0.042
H: -0.645 1.627 -0.731  0.010
O: -1.555 1.308 -0.755  -0.081
H: 0.249 -1.268 -3.659  0.028
H: -0.686 -0.929 -2.679  0.017
O: -0.169 -1.702 -2.922  -0.050

Frontier orbital gap: 10.50 eV
SMILES: O.O.O.O.O.O.S
Calculated total energy: -857.994935 Eh
HOMO level: -10.19 eV
ΔE to the lowest compared entry with this formula, charge and spin: 115.78 kJ/mol
Total charge: 0
LUMO level: 0.3 eV